[1]
16
Properties=species:S:1:pos:R:3 method="wB97M-V/def2-TZVPD" e_homo_ev="-7.498 / -8.245" multiplicity=3 lumo_energy_ev="-1.09 / -1.72"
C 0.181 -0.773 1.249
C 0.863 -0.980 0.119
C -1.625 0.824 1.990
C -2.351 2.035 1.841
C -0.757 0.353 1.080
C 0.364 0.034 -0.918
C -0.477 0.823 -0.266
C 1.015 0.001 -2.244
P -2.486 2.860 0.364
H 0.432 -1.300 2.090
H 1.693 -1.726 0.013
H -1.788 0.387 2.913
H -2.832 2.389 2.661
H 0.521 -0.695 -2.872
H 2.115 0.042 -2.129
H 0.751 0.853 -2.743



[2]
16
Properties=species:S:1:pos:R:3 method="wB97M-V/def2-TZVPD" e_homo_ev=-8.775 e_above_lowest_kcal_mol=133.0 multiplicity=1 lumo_energy_ev=1.12
C -1.171 -1.249 -0.745
C -1.307 -1.357 0.562
C -0.929 1.361 -0.735
C -1.425 1.268 0.527
C 1.198 -0.086 -0.611
C 1.291 0.136 0.953
C -0.332 -0.008 -0.726
C -0.673 -0.030 0.816
H -1.563 -1.800 -1.675
H -1.896 -2.047 1.295
H -1.253 1.945 -1.601
H -1.899 1.939 1.220
H 1.660 0.648 -1.334
H 1.640 -1.029 -0.839
H 1.546 -0.703 1.452
H 1.636 1.001 1.443



[3]
16
Properties=species:S:1:pos:R:3 method="wB97M-V/def2-TZVPD" e_homo_ev=-7.991 e_above_lowest_kcal_mol=110.4 multiplicity=1 smiles=c1ccccc1.C#C lumo_energy_ev=0.76
C -2.390 0.595 -0.573
C -2.222 -0.603 -0.341
C -0.428 -0.510 0.721
C -0.217 0.822 0.646
C 0.986 1.381 0.158
C 2.000 0.531 -0.303
C 1.677 -0.905 -0.345
C 0.542 -1.417 0.223
H -2.366 1.662 -0.481
H -1.971 -1.663 -0.468
H -1.395 -0.839 1.154
H -1.158 1.398 0.829
H 1.101 2.484 -0.024
H 2.860 0.932 -0.801
H 2.423 -1.453 -0.852
H 0.557 -2.414 0.457



[4]
16
Properties=species:S:1:pos:R:3 method="wB97M-V/def2-TZVPD" e_homo_ev=-9.148 e_above_lowest_kcal_mol=82.8 multiplicity=1 smiles=c1ccccc1.C#C lumo_energy_ev=1.00
C -0.768 -1.154 -0.217
C -2.034 -1.147 0.093
C -2.736 -0.026 0.457
C -1.968 1.217 0.283
C -0.750 1.272 -0.397
C -0.016 0.017 -0.445
C 3.857 0.021 -0.262
C 4.711 0.048 0.540
H -0.419 -2.201 -0.551
H -2.585 -2.063 0.110
H -3.793 -0.021 0.856
H -2.335 2.153 0.420
H -0.522 2.240 -0.581
H 0.969 -0.106 -0.836
H 3.130 0.079 -0.928
H 5.260 -0.330 1.456



[5]
25
Properties=species:S:1:pos:R:3 method="wB97M-V/def2-TZVPD" e_homo_ev="-17.535 / -17.538" charge=+2 e_above_lowest_kcal_mol=22.3 multiplicity=1 lumo_energy_ev="-11.16 / -11.15"
Au -0.397 0.461 -0.375
O -0.421 -3.642 0.747
C -0.280 -2.386 0.486
O -1.068 -1.717 -0.188
C 0.932 -1.757 1.066
C 1.886 -2.388 1.833
C 2.972 -1.643 2.302
C 3.073 -0.291 1.990
C 2.066 0.250 1.215
N 1.053 -0.447 0.778
C 2.024 1.791 0.762
O 2.929 2.456 1.140
O 0.981 2.025 0.049
H -1.220 -4.047 0.362
H 1.771 -3.441 2.053
H 3.738 -2.111 2.907
H 3.893 0.330 2.327
N -3.683 2.473 -1.585
C -2.692 1.814 -2.175
N -2.503 1.947 -3.483
O -1.969 1.002 -1.501
H -4.342 3.032 -2.103
H -3.848 2.362 -0.599
H -3.122 2.489 -4.065
H -1.770 1.436 -3.944



[6]
23
Properties=species:S:1:pos:R:3 method="wB97M-V/def2-TZVPD" e_homo_ev=-7.297 e_above_lowest_kcal_mol=0.0 multiplicity=1 lumo_energy_ev=-0.91
B 0.732 2.250 0.102
C -3.223 -1.327 0.158
C -3.519 0.055 0.298
C -1.972 -1.858 0.055
C -2.379 0.841 0.241
C -0.859 -1.037 0.104
C -0.994 0.387 0.206
C 1.534 -1.132 -0.293
C 2.980 -0.781 -0.137
N 0.388 -1.479 -0.067
N 0.027 1.082 0.357
N 3.757 -1.908 -0.581
O 3.376 0.242 0.368
O 1.472 2.838 1.110
O 0.658 2.722 -1.217
H -3.930 -2.022 0.288
H -4.527 0.502 0.207
H -1.770 -2.873 -0.009
H -2.367 1.854 0.161
H 3.233 -2.565 -1.188
H 4.813 -1.823 -0.798
H 1.321 2.580 1.978
H 1.248 3.452 -1.342